1.
The following is a quantum chemistry calculation of one molecule with the formula C6H13NO4, from the Open Molecules 2025 dataset.

Output
- Energy relative to the best compared isomer or geometry (same formula, charge and spin): 95.3 kJ/mol
- E: -16111.8109 eV
- SMILES: OC[C@H]1NC[C@H](O)[C@H](O)[C@H]1O
- HOMO: -8.65 eV

CARTESIAN COORDINATES (ANGSTROEM)
C -1.045972 -0.871082 1.715644
C -1.085900 0.189966 0.660448
C 1.030628 1.398116 0.686693
C 1.372190 0.859656 -0.685802
C 0.721166 -0.501971 -0.959500
C -0.791481 -0.395056 -0.774425
H 0.344762 -2.051387 2.509902
H -1.367219 -0.524138 2.685211
H -1.789008 -1.632516 1.417816
H -2.118880 0.492728 0.767012
H -0.905309 2.273200 0.636255
H 1.566004 0.814162 1.459424
H 1.444679 2.444937 0.737386
H 2.437439 0.735233 -0.759244
H 1.103131 1.536376 -2.516943
H 1.125541 -1.266958 -0.261187
H 0.633837 -1.602093 -2.626071
H -1.136996 0.338615 -1.560079
H -2.206994 -1.759484 -1.218140
N -0.335623 1.430050 1.052167
O 0.301437 -1.301362 1.872108
O 0.892579 1.871528 -1.585658
O 1.064307 -0.758075 -2.304722
O -1.254321 -1.720445 -0.948295

Atoms 1-6, force components in eV/Å:
C 0.34 -0.51 0.32
C -0.31 0.73 0.36
C 2.09 0.96 0.68
C -1.07 0.34 0.34
C 0.12 0.62 0.31
C 0.68 1.20 0.25

---

2.
The following is a quantum chemistry calculation of C39H55Br20FO3S as an isolated structure, from the Open Molecules 2025 dataset.

Output
- Energy relative to the best compared isomer or geometry (same formula, charge and spin): 132.6 kJ/mol
- E: -1461879.1759 eV
- HOMO: -8.41 eV

CARTESIAN COORDINATES (ANGSTROEM)
C -0.888435 1.241094 2.974129
C -0.571914 1.981336 1.683111
F -1.687098 1.894490 0.820856
C 0.578962 1.376941 0.893607
C 0.911966 0.054541 1.105502
C 1.904787 -0.492027 0.338651
C 2.607348 0.229494 -0.605314
C 2.319980 1.586924 -0.801996
C 1.281617 2.119045 -0.035217
S 0.857908 3.846781 -0.317462
C 3.640700 -0.529742 -1.412930
O 4.727171 -0.082214 -1.715006
C 3.160774 -1.911430 -1.813978
C 3.365204 -2.454792 -3.054010
C 2.857285 -3.700942 -3.369711
C 2.134731 -4.391286 -2.427112
C 1.918652 -3.883133 -1.154660
C 1.099068 -4.629001 -0.127842
C -0.310646 -3.940347 -0.217124
C -0.716205 -3.145848 1.032886
O -1.307047 -4.468569 0.610505
C 2.445714 -2.638262 -0.868517
C 2.246257 -1.957355 0.473720
O 2.378468 -2.504594 1.550447
H 0.054045 1.126189 3.525182
H -1.666677 1.719561 3.570849
H -1.221022 0.223700 2.733318
H -0.416178 3.046604 1.892248
H 0.424715 -0.586023 1.830727
H 2.886126 2.177633 -1.555235
H -0.427819 3.752079 -0.736958
H 3.921655 -1.893333 -3.801852
H 3.004727 -4.105121 -4.366306
H 1.700612 -5.358113 -2.677065
H 1.435906 -4.493603 0.895773
H 0.900243 -5.670735 -0.380217
H -0.608942 -3.521921 -1.181897
H -0.457849 -3.551859 2.006266
H -1.396350 -2.309086 0.883505
Br 3.854528 1.498212 1.396657
C 4.804901 2.804327 2.495244
C 3.920279 3.372503 3.572439
Br 2.667629 4.677609 2.850557
H 5.195118 3.553109 1.808772
H 5.637182 2.260507 2.940086
H 4.510319 3.918887 4.305429
H 3.328355 2.615305 4.078606
Br -0.209654 -7.528557 -1.960654
C -0.937574 -9.065965 -1.017070
C -1.119564 -8.769320 0.446880
Br 0.579848 -8.808698 1.398999
H -0.267359 -9.899100 -1.205716
H -1.898844 -9.263064 -1.489760
H -1.730034 -9.537058 0.917811
H -1.561531 -7.794621 0.630972
Br -4.618220 2.447299 3.125627
C -4.099260 4.161955 3.893185
C -3.818143 5.187976 2.830033
Br -2.091986 4.878447 1.985040
H -3.243725 3.967893 4.533398
H -4.944482 4.472118 4.504165
H -3.750636 6.181031 3.270020
H -4.557922 5.196378 2.037378
Br -4.519673 -6.900064 0.751354
C -4.376507 -5.391246 -0.471992
C -5.160721 -5.633897 -1.735197
Br -4.232361 -6.867224 -2.925332
H -3.317012 -5.228093 -0.647032
H -4.784378 -4.541419 0.072342
H -5.262737 -4.711419 -2.303289
H -6.144976 -6.053785 -1.552379
Br 3.779193 3.956778 -1.973159
C 4.701113 5.079273 -3.271008
C 3.765790 6.085824 -3.883508
Br 2.600686 5.264932 -5.210265
H 5.150826 4.413741 -4.001685
H 5.486868 5.579041 -2.711049
H 4.326108 6.844520 -4.427092
H 3.122123 6.566147 -3.152816
Br 7.559176 7.049206 -3.956118
C 9.157276 5.982739 -4.259166
C 8.822659 4.525074 -4.429490
Br 8.427579 3.682135 -2.719133
H 9.825982 6.168225 -3.424536
H 9.597031 6.385660 -5.169417
H 9.679826 3.981740 -4.822055
H 7.964997 4.357031 -5.073761
Br -4.428740 -0.873065 0.472879
C -6.105859 0.063613 0.171932
C -7.236131 -0.569899 0.937426
Br -7.843746 -2.213623 0.087315
H -6.272739 0.075916 -0.900626
H -5.931116 1.080246 0.521111
H -8.105257 0.084833 0.945710
H -6.966257 -0.824091 1.957763
Br 6.978550 5.511897 4.820181
C 7.060190 6.887740 3.444737
C 6.305384 6.480299 2.207829
Br 7.304810 5.179698 1.158750
H 8.111523 7.080996 3.255684
H 6.606416 7.768322 3.895126
H 6.167187 7.333875 1.547204
H 5.337763 6.034638 2.425054
Br -7.171133 6.368308 2.914790
C -8.266675 5.967195 4.472732
C -7.951837 6.890422 5.618942
Br -6.282556 6.399350 6.492447
H -8.103869 4.920739 4.712347
H -9.294251 6.104989 4.142389
H -8.712966 6.811227 6.392447
H -7.854593 7.927470 5.313532
Br -4.541029 -10.642836 -7.016864
C -5.634822 -11.102894 -5.474469
C -5.233201 -10.313875 -4.257224
Br -3.591387 -11.004101 -3.470468
H -5.546094 -12.175581 -5.333279
H -6.654983 -10.860167 -5.765138
H -5.984721 -10.407847 -3.475849
H -5.064394 -9.262969 -4.467600

Atoms 1-6, force components in eV/Å:
C 0.34 -0.45 -0.42
C -0.06 -0.30 0.01
F -0.05 0.14 0.16
C -0.71 0.14 1.04
C 0.00 -0.10 0.02
C 0.24 -1.50 -0.15

---

3.
The following is a quantum chemistry calculation of C6H9N as an isolated structure, from the Open Molecules 2025 dataset.

Output
- Energy relative to the best compared isomer or geometry (same formula, charge and spin): 371.6 kJ/mol
- E: -7854.3086 eV
- HOMO: -7.72 eV

CARTESIAN COORDINATES (ANGSTROEM)
C 2.375675 0.336815 -0.168505
N 0.992298 0.049423 0.106849
C 0.430171 -0.990165 0.842674
C -2.049951 -0.504699 0.353032
C -1.449672 0.790624 -0.273317
C -0.167064 0.038459 -0.771206
C -0.685378 -1.120966 0.064999
H 2.820163 0.687584 0.768098
H 2.438821 1.149825 -0.899518
H 2.932621 -0.529186 -0.548546
H 0.687354 -1.298551 1.853689
H -2.329851 -0.410092 1.408311
H -1.233458 1.581791 0.451281
H -2.023383 1.209277 -1.102770
H 0.025738 0.023564 -1.848267
H -2.866638 -0.937536 -0.228191

Atoms 1-6, force components in eV/Å:
C 0.06 0.09 0.00
N 0.02 -0.05 0.14
C -0.14 0.10 0.31
C -0.22 0.02 0.07
C -0.11 0.18 -0.06
C 0.05 0.13 -0.31

---

4.
The following is a quantum chemistry calculation of C11H21ClN3O4Rh as an isolated structure, from the Open Molecules 2025 dataset.

Output
- Net charge: +2
- Energy relative to the best compared isomer or geometry (same formula, charge and spin): 313.7 kJ/mol
- E: -39913.4859 eV
- HOMO (alpha / beta): -15.06 / -15.06 eV

CARTESIAN COORDINATES (ANGSTROEM)
Rh -0.468289 -1.198460 -0.560387
C 0.111712 -2.175528 -2.877756
C -0.890732 -1.203301 -3.107871
C -2.019905 -1.558769 -2.342852
C -1.709402 -2.755920 -1.614699
C -0.381213 -3.126373 -1.950243
H 1.072703 -2.223074 -3.368823
H -0.827988 -0.389249 -3.813333
H -2.996156 -1.099406 -2.397075
H -2.405580 -3.369612 -1.065197
H 0.121550 -4.026944 -1.634851
N 1.599377 2.846541 -0.078186
C 0.595016 1.835099 0.415929
C -0.759881 2.489995 0.630570
C -1.763501 1.451454 1.151869
N -2.064731 0.436030 0.119650
C -1.256809 0.787561 2.426629
C 0.141007 0.165879 2.251509
N 0.106691 -1.038180 1.446985
C 1.121608 1.208256 1.694036
H 1.303983 3.284665 -0.952979
H 2.508903 2.403111 -0.236156
H 1.724022 3.585841 0.618177
H 0.516857 1.075807 -0.359166
H -1.127629 2.927793 -0.303230
H -0.689503 3.286601 1.375728
H -2.682060 1.984101 1.414290
H -2.427135 0.886465 -0.714538
H -2.801880 -0.169554 0.468078
H -1.950654 0.003649 2.737245
H -1.236244 1.529525 3.227396
H 0.492685 -0.105348 3.250776
H -0.299623 -1.802953 1.978052
H 1.647993 -1.701297 1.046202
H 2.086072 0.726473 1.509328
H 1.273545 1.978205 2.457206
O 3.436676 -2.222374 -1.580770
Cl 2.937047 -1.354662 -0.624983
O 1.904030 -0.472634 -1.136317
O 3.871119 -0.617214 0.113245
O 2.186320 -2.282200 0.386513

Atoms 1-6, force components in eV/Å:
Rh -2.30 1.97 -2.36
C 0.15 -0.25 0.99
C -0.50 0.28 0.79
C 0.65 0.26 0.03
C 0.37 -0.43 0.90
C 0.13 -0.33 0.60

---

What is the formula in the first record?
C6H13NO4